3 unconnected molecules or ions with the total composition C9H20N3O4Si in a non-equilibrium geometry, computed with ωB97M-V/def2-TZVPD.

The charge is -1. Its HOMO energy is -3.49 eV.

Atoms and positions in Å:
N1 -0.1594 0.3731 3.1082
C1 0.2406 1.4658 2.3288
C2 -0.7847 2.7440 1.9938
Si1 -2.0002 2.0650 0.6094
C3 -3.5610 1.3301 1.5228
O1 -4.6077 2.1836 1.6791
O2 -3.6540 -0.0711 1.9922
H1 0.6565 -0.3053 3.1810
H2 1.3388 1.3964 1.9036
H3 -1.3791 3.0367 2.9588
H4 -0.2261 3.6436 1.4917
H5 -1.3255 0.9531 -0.0913
H6 -2.3521 3.0879 -0.3708
C4 3.7035 -1.2068 3.4735
O3 2.7858 -0.7944 4.1714
N2 3.6167 -2.2431 2.5688
C5 4.7526 -2.6707 1.7799
C6 2.3510 -2.9266 2.4004
H7 4.7096 -0.7586 3.5215
H8 4.5076 -2.5615 0.7196
H9 4.9628 -3.7205 2.0032
H10 5.6383 -2.0708 2.0073
H11 1.5945 -2.2025 2.0831
H12 2.0474 -3.3555 3.3602
H13 2.4372 -3.7202 1.6534
C7 -0.7214 0.5148 -3.7104
O4 -0.4302 1.0452 -2.6458
N3 -1.9722 0.5185 -4.2896
C8 -2.2342 -0.1344 -5.5548
C9 -3.0593 1.1957 -3.6134
H14 0.0296 -0.0276 -4.3079
H15 -2.5949 0.6112 -6.2691
H16 -2.9995 -0.9012 -5.4049
H17 -1.3291 -0.6029 -5.9512
H18 -2.7975 2.2504 -3.4859
H19 -3.2001 0.7457 -2.6260
H20 -3.9841 1.1132 -4.1908

Cartesian forces, eV/Å:
2.37 4.44 -3.22
-1.16 -3.17 2.48
1.28 -1.04 0.27
-0.52 -1.40 1.85
-5.27 -3.16 2.73
4.74 -3.12 -0.83
1.08 7.06 -2.71
-1.02 1.24 -0.23
-2.23 0.67 0.49
1.24 -0.51 -1.90
-0.71 -1.66 1.38
0.19 0.17 -0.07
-0.07 0.46 -0.17
-0.70 -0.42 -0.15
0.71 -0.56 -0.72
0.46 1.02 0.79
-0.29 0.02 0.09
-0.26 0.19 0.22
0.05 -0.08 -0.09
0.21 -0.09 -0.01
0.16 0.03 -0.16
-0.19 -0.05 0.02
-0.08 -0.25 0.03
-0.15 0.00 -0.18
0.08 0.19 0.12
-0.63 0.43 0.52
-0.41 -0.39 -1.16
1.31 -0.20 0.18
-0.05 0.16 0.31
0.11 0.12 0.38
-0.08 -0.06 -0.12
-0.03 -0.19 -0.15
0.03 -0.02 -0.23
-0.10 0.10 0.13
-0.19 -0.09 0.11
-0.12 0.21 -0.05
0.23 -0.05 0.04

10 unconnected molecules or ions with the total composition C48H56Cl6N8 in a non-equilibrium geometry, computed with ωB97M-V/def2-TZVPD.

The charge is +2. Its HOMO energy is -8.74 eV. As for the relative energy (zero: lowest compared OMol25 entry of this formula, charge and spin): 717.8 kJ/mol.

Atoms and positions in Å:
C1 6.1368 -5.1799 7.0942
N1 4.9473 -4.2996 6.9780
C2 3.8003 -4.7062 7.5410
C3 2.5863 -4.0478 7.3690
C4 2.5120 -2.8929 6.6032
C5 3.7626 -2.4259 6.0874
C6 4.8888 -3.1787 6.2569
C7 1.1819 -2.0655 6.5545
C8 0.1225 -2.2078 7.4417
C9 -0.8387 -1.1649 7.4648
N2 -0.8607 -0.2104 6.5801
C10 0.0032 -0.1637 5.5426
C11 1.0206 -1.1369 5.5655
C12 -1.8280 0.9445 6.7815
H1 6.9226 -4.8975 6.3936
H2 5.9124 -6.2409 6.9844
H3 6.6122 -5.1147 8.0729
H4 3.9109 -5.6647 8.0262
H5 1.8011 -4.6122 7.8499
H6 3.7107 -1.4989 5.5356
H7 5.8618 -2.9763 5.8342
H8 0.1266 -2.8438 8.3147
H9 -1.5586 -0.9762 8.2474
H10 -0.2090 0.5275 4.7403
H11 1.6970 -1.2319 4.7289
H12 -2.2105 0.9257 7.8020
H13 -2.5522 0.8217 5.9761
H14 -1.1928 1.8191 6.6409
C13 0.1713 0.6443 1.7866
N3 0.6222 -0.2999 0.7384
C14 0.0086 -1.5306 0.5910
C15 0.4726 -2.4792 -0.3509
C16 1.6410 -2.2276 -1.1220
C17 2.1705 -0.9449 -0.9102
C18 1.6727 0.0290 -0.0177
C19 2.2504 -3.1470 -2.1616
C20 2.8799 -2.6407 -3.3529
C21 3.6227 -3.5038 -4.1476
N4 3.6658 -4.8187 -3.9153
C22 2.9203 -5.3698 -2.9402
C23 2.2252 -4.5282 -2.0012
C24 4.4689 -5.7314 -4.7067
H15 0.9373 1.4050 1.9373
H16 -0.1182 0.0126 2.6264
H17 -0.7342 1.0394 1.3262
H18 -0.8198 -1.7034 1.2621
H19 -0.0814 -3.3963 -0.4863
H20 3.0210 -0.6921 -1.5259
H21 2.0688 1.0156 0.1727
H22 2.8422 -1.5894 -3.5972
H23 4.2629 -3.1795 -4.9546
H24 3.0194 -6.4418 -2.8542
H25 1.7101 -4.9206 -1.1368
H26 4.9752 -6.3390 -3.9567
H27 5.1306 -5.2110 -5.3992
H28 3.8321 -6.4164 -5.2665
C25 3.6390 5.0388 -4.4262
N5 2.3922 4.2012 -4.3399
C26 1.9623 3.4325 -5.3562
C27 0.9516 2.5104 -5.1240
C28 0.3648 2.2927 -3.8540
C29 0.8179 3.0893 -2.8238
C30 1.7876 4.0918 -3.1221
C31 -0.6474 1.2532 -3.6255
C32 -0.2296 -0.0796 -3.9570
C33 -1.0118 -1.1980 -3.5684
N6 -2.2167 -0.9054 -2.9909
C34 -2.6488 0.3229 -2.6782
C35 -1.8544 1.4379 -2.9498
C36 -3.1636 -2.0106 -2.7564
H29 4.3422 4.8849 -3.6078
H30 3.2501 6.0568 -4.4510
H31 4.1867 4.7681 -5.3290
H32 2.3207 3.7186 -6.3340
H33 0.7259 1.9876 -6.0417
H34 0.2917 2.9783 -1.8873
H35 2.1181 4.8408 -2.4178
H36 0.8014 -0.2630 -4.2209
H37 -0.7175 -2.2291 -3.6967
H38 -3.6402 0.5284 -2.3022
H39 -2.2492 2.4287 -2.7797
H40 -4.2055 -1.7091 -2.8640
H41 -2.9336 -2.4264 -1.7755
H42 -2.9842 -2.6383 -3.6293
C37 -8.2347 1.7112 -3.6577
N7 -7.0054 2.3114 -3.0628
C38 -6.4850 1.6217 -2.0441
C39 -5.4805 2.1961 -1.2237
C40 -5.0682 3.4814 -1.4333
C41 -5.6724 4.1992 -2.5079
C42 -6.6791 3.6260 -3.3388
C43 -4.0147 4.0563 -0.5448
C44 -2.9861 3.3015 0.1433
C45 -2.0340 3.9858 0.9183
N8 -2.0664 5.3446 0.9665
C46 -3.0194 6.0552 0.4078
C47 -3.9745 5.4159 -0.4035
C48 -1.0371 6.1683 1.6064
H43 -9.1066 2.3654 -3.6463
H44 -8.5538 0.7258 -3.3183
H45 -7.9832 1.4832 -4.6935
H46 -6.8927 0.6575 -1.7788
H47 -5.1457 1.5594 -0.4182
H48 -5.3670 5.2122 -2.7243
H49 -7.1624 4.0499 -4.2066
H50 -2.8452 2.2352 0.0456
H51 -1.2579 3.4795 1.4730
H52 -3.0666 7.0633 0.7924
H53 -4.7565 5.9882 -0.8801
H54 -0.2792 6.4537 0.8768
H55 -0.5540 5.4898 2.3095
H56 -1.4880 6.9973 2.1520
Cl1 2.3949 -8.6617 -4.6361
Cl2 -1.3863 -3.0882 3.7716
Cl3 4.1917 1.0447 -3.4921
Cl4 6.4623 -3.8317 -7.4985
Cl5 -1.6623 -5.2891 -2.1396
Cl6 1.6608 3.8520 0.4505

Cartesian forces, eV/Å:
1.04 0.08 0.27
-1.37 -0.69 0.32
0.05 -0.48 -0.33
0.86 -1.16 0.33
-0.51 0.82 0.88
-2.37 -0.21 0.19
1.86 0.28 -0.58
0.94 -1.55 0.44
-0.21 1.64 0.99
0.70 -1.80 0.90
-0.22 2.07 -0.88
0.60 -2.32 0.61
-0.49 1.65 -1.93
1.31 -0.76 -0.82
-0.41 0.09 -0.24
-0.51 0.27 -0.41
-0.38 0.45 0.20
-0.47 0.06 0.37
-0.63 0.57 -0.18
0.72 -0.04 -0.11
-0.15 0.72 -0.31
-0.01 -0.37 -0.23
0.05 -0.83 0.25
0.30 0.07 0.17
-0.02 0.52 -0.20
-0.18 -0.11 -0.37
-0.31 0.32 0.41
-0.45 0.19 0.02
-0.71 -0.98 -1.13
0.12 -1.54 -0.04
1.08 0.16 -0.95
0.10 0.66 0.51
-0.97 1.13 0.46
0.61 0.63 -0.44
0.26 -1.72 -0.69
0.17 0.19 -1.00
-0.20 -0.70 1.23
-0.13 0.76 0.06
-1.47 -0.02 0.89
-0.42 1.49 1.54
0.78 -0.54 -1.06
0.58 -0.82 -0.32
-0.23 0.00 0.13
0.16 0.29 0.22
-0.07 0.63 0.55
-0.14 -0.36 0.10
-0.32 -0.34 0.08
0.32 0.57 0.03
0.38 0.17 -0.43
0.39 0.21 -0.02
-0.10 0.27 -0.24
-0.43 -0.24 0.01
0.00 -0.54 -0.20
0.43 -0.03 -0.45
0.12 0.17 0.20
-0.29 0.03 0.05
-0.75 0.22 -0.56
-0.03 -0.90 1.75
-0.69 0.27 0.99
0.50 0.02 -0.63
1.02 0.91 -1.65
0.23 1.47 -0.91
-0.12 -0.90 -0.07
0.77 -2.06 0.05
-0.92 -0.46 1.83
-0.13 3.06 -0.06
-0.69 -0.14 -0.05
1.52 1.49 -0.87
-0.06 -0.61 -0.69
0.23 -0.55 -0.70
-0.59 -0.30 0.24
0.56 0.14 -0.10
-0.34 0.13 -0.06
0.30 -0.58 -0.05
-0.63 -0.45 0.26
0.72 0.53 0.52
0.02 -0.39 0.48
0.06 0.13 -0.61
-0.24 -0.30 0.05
-0.09 -0.82 0.15
0.08 0.08 0.28
0.19 0.50 0.32
-0.14 -0.67 -0.39
-0.04 -0.92 0.80
0.17 -0.09 -1.85
-2.21 -0.37 0.12
2.09 1.16 1.91
-2.07 -2.59 -1.18
1.44 1.16 0.47
-1.65 -0.48 -1.49
2.40 -0.60 2.30
0.31 -1.64 -0.88
0.36 1.37 0.49
-1.23 -0.42 -1.36
0.84 -0.21 0.80
-2.60 -0.72 -1.37
0.52 2.23 0.98
0.93 -1.37 1.02
0.33 0.24 0.24
0.56 0.26 0.93
-0.17 0.36 -0.28
-0.08 -0.02 -0.36
0.19 0.20 0.17
-0.02 0.00 -0.09
0.09 0.30 0.17
-0.32 -0.08 0.07
0.27 0.18 -0.22
-0.14 0.29 -0.83
0.09 0.34 0.25
-0.17 0.13 0.02
0.33 0.38 0.09
0.04 -0.05 -0.27
0.18 0.43 0.19
0.48 0.89 0.20
-0.83 0.05 0.08
-0.27 -0.01 0.34
0.29 1.05 0.09
-0.69 -0.25 0.07

2 unconnected molecules or ions with the total composition C4H6NS in a non-equilibrium geometry, computed with ωB97M-V/def2-TZVPD.

The charge is +1. Its HOMO energy is -14.63 eV. As for the relative energy (zero: lowest compared OMol25 entry of this formula, charge and spin): 327.4 kJ/mol.

Atoms and positions in Å:
C1 1.3892 2.0402 -0.7227
C2 -1.1650 -0.0623 -0.0368
C3 0.8354 1.0409 -0.3180
C4 0.8265 -1.2640 0.4354
N1 0.0985 -0.0887 -0.0451
S1 -2.2197 1.2333 -0.4217
H1 2.1572 2.7221 -0.8798
H2 -1.8459 -1.3131 0.2389
H3 1.7297 -0.8443 0.9893
H4 1.1836 -1.9970 -0.2356
H5 0.2761 -1.8620 1.1910
H6 -3.2656 0.3949 -0.1948

Cartesian forces, eV/Å:
-0.87 -2.64 1.25
-5.24 -3.86 0.40
0.20 1.17 -1.04
1.78 0.07 3.22
1.77 -0.05 0.16
0.24 -0.94 0.31
0.53 1.24 -0.44
2.61 4.21 -0.81
-1.11 -0.64 -0.75
0.17 -0.11 -1.68
-0.19 0.88 -0.44
0.12 0.66 -0.17

C4H8O2 in the gas phase in a non-equilibrium geometry, computed with ωB97M-V/def2-TZVPD.

The charge is 0. Its HOMO energy is -10.05 eV. As for the SMILES: C1COCOC1. As for the relative energy (zero: lowest compared OMol25 entry of this formula, charge and spin): 199.5 kJ/mol.

Atoms and positions in Å:
C1 0.3336 0.2989 1.1400
C2 -0.6456 1.0465 0.2269
O1 -0.1093 1.1802 -1.0625
C3 -0.0625 -0.1157 -1.5466
O2 0.8949 -0.8980 -0.8998
C4 0.5972 -1.0533 0.4774
H1 1.2855 0.8263 1.2914
H2 -0.1249 0.1618 2.1246
H3 -1.5260 0.3116 0.0102
H4 -0.8839 2.0626 0.5645
H5 0.2860 -0.0370 -2.5901
H6 -1.1906 -0.5211 -1.2207
H7 1.4464 -1.5786 0.9194
H8 -0.3008 -1.6842 0.5653

Cartesian forces, eV/Å:
-0.08 -0.06 -0.01
-0.46 -0.27 0.23
0.16 0.11 -0.06
-1.08 -0.53 -0.06
-0.02 -0.05 -0.03
-0.06 -0.12 0.22
-0.35 0.12 -0.23
0.05 -0.09 -0.07
0.51 1.74 1.44
-0.34 -0.49 0.15
-0.80 -0.46 0.29
2.51 0.05 -1.93
-0.14 0.04 -0.02
0.09 0.00 0.07

Number 1: total energy -1109.55930 Ha. Number 2: total energy -5060.94319 Ha. Number 3: total energy -608.53857 Ha. Number 4: total energy -307.63646 Ha.